# 1
Computed, not measured: C49H42AgN2P2Si as an isolated structure, with the ωB97M-V functional and the def2-TZVPD basis.

Its LUMO energy is 2.556 eV. The energy above the lowest of the compared OMol25 structures with the same formula, charge and spin is 21.8 kJ/mol. The total energy is -3121.20044 Ha. Its charge is -1. Its molecular weight is 856.79 g mol⁻¹.

Each line ends with the Mulliken charge.
Geometry (Å):
1 C 1.531 4.406 0.354  -0.25
2 C 1.431 5.505 -0.479  -0.95
3 C -0.312 -3.898 -1.999  1.31
4 H 1.991 -7.017 -2.197  0.40
5 H -3.766 -2.418 4.486  0.43
6 C 0.214 -4.464 -0.845  -0.25
7 C 3.245 -2.468 -1.848  -0.30
8 C 3.967 -2.644 -3.021  -0.68
9 C 2.339 -2.467 1.304  0.64
10 C 3.218 0.242 1.269  -0.50
11 C 3.321 -1.273 -1.130  -0.14
12 C -0.294 4.388 -1.700  -0.29
13 H 4.955 -1.023 1.169  0.24
14 H -3.916 -3.879 2.197  0.46
15 H 0.386 6.366 -2.155  0.42
16 H 0.616 2.313 4.003  0.32
17 C -3.351 -2.976 2.371  -0.95
18 C 0.595 0.259 -2.910  0.87
19 C -4.620 3.827 -1.368  -0.63
20 H -6.359 3.536 -2.595  0.37
21 P 2.197 -0.947 0.287  1.36
22 H 4.241 -5.187 2.007  0.38
23 N -1.964 -1.205 1.999  0.45
24 C 1.052 0.597 -5.242  -0.91
25 H -1.209 2.848 -4.119  0.29
26 C 1.271 -2.734 2.162  -0.68
27 H 1.049 -6.028 -4.266  0.38
28 H 2.254 4.433 1.161  0.25
29 H -5.334 1.690 -3.889  0.40
30 C 0.735 3.262 0.198  0.17
31 C -2.410 -1.154 3.258  -0.87
32 H 1.022 3.818 3.158  0.41
33 H 5.330 -1.758 -4.427  0.35
34 C -1.184 -2.657 -1.965  -1.80
35 H 1.574 0.317 -6.149  0.39
36 C -0.006 -4.482 -3.226  -0.50
37 C 2.662 1.439 1.746  0.27
38 H 2.614 -3.273 -1.493  0.20
39 C 2.339 -4.756 2.906  -0.60
40 C -2.730 2.388 -1.826  0.18
41 C 3.407 -4.498 2.057  -0.85
42 H -3.045 0.953 -3.394  0.46
43 H -2.784 -3.579 -0.278  0.25
44 H -1.022 4.392 -2.502  0.24
45 H 6.387 0.484 2.473  0.41
46 C 5.358 0.756 2.272  -0.88
47 H -0.704 -1.896 -2.584  -0.04
48 C -0.512 2.020 -4.093  0.18
49 H -2.139 -2.892 -2.459  0.61
50 C 1.347 -6.148 -2.141  -0.57
51 H 0.766 -0.288 -1.989  -0.24
52 H 2.337 -5.648 3.520  0.37
53 C -4.772 2.182 -3.105  -0.59
54 C -5.348 3.215 -2.380  -0.50
55 H 5.449 2.618 3.341  0.40
56 P -1.106 1.731 -1.297  1.03
57 C 4.547 -0.089 1.539  -0.13
58 C -2.240 -2.701 0.101  -0.41
59 H 0.426 -4.059 3.608  0.52
60 H -0.412 -4.050 -4.135  0.41
61 H 2.072 6.366 -0.324  0.39
62 C 0.495 5.505 -1.506  -0.80
63 H 4.174 0.702 -1.125  0.39
64 H -2.108 -0.350 3.914  0.47
65 C 0.155 1.660 -5.253  -0.75
66 H -0.016 -4.024 0.115  0.16
67 C 4.832 1.947 2.755  -0.94
68 H -5.063 4.627 -0.789  0.40
69 C -0.304 1.319 -2.905  -0.40
70 C 3.510 2.267 2.497  -0.15
71 C -3.326 3.415 -1.093  -0.58
72 C 4.767 -1.622 -3.512  -0.65
73 H 5.438 0.394 -3.202  0.42
74 Si 0.782 1.854 1.540  0.88
75 C 0.432 2.898 3.100  -1.37
76 H -0.023 2.212 -6.168  0.41
77 C 0.818 -5.593 -3.302  -0.68
78 H 1.977 -0.927 -4.040  0.44
79 H 4.241 -3.180 0.593  0.30
80 C 3.407 -3.360 1.263  -0.08
81 Ag -0.490 -0.032 0.576  1.06
82 H -0.622 3.185 3.105  0.31
83 H 3.113 3.184 2.916  0.24
84 C 4.116 -0.245 -1.647  -0.80
85 C -0.171 3.266 -0.875  -0.15
86 C 1.272 -3.869 2.960  -0.47
87 C -3.270 -2.227 3.547  -0.73
88 C -2.531 -2.317 1.444  -0.01
89 N -1.386 -2.097 -0.643  0.60
90 C 1.036 -5.583 -0.915  -0.42
91 H 1.443 -5.996 0.000  0.42
92 C -3.478 1.769 -2.827  -0.53
93 H 3.893 -3.585 -3.553  0.43
94 C 1.275 -0.102 -4.067  -0.21
95 H 0.417 -2.063 2.194  0.37
96 C 4.832 -0.419 -2.822  -0.65
97 H -2.767 3.899 -0.301  0.39

Atoms 1-6, force components in eV/Å:
-0.006 0.016 0.001
0.000 -0.014 0.010
0.068 0.046 0.044
0.017 -0.006 -0.002
-0.015 -0.010 0.023
-0.068 -0.027 0.019

---

# 2
Computed, not measured: C49H45Cl3N7O9RuS as an isolated structure, with the ωB97M-V functional and the def2-TZVPD basis.

Its LUMO energy (spin up / spin down) is 3.518 / 3.518 eV. The energy above the lowest of the compared OMol25 structures with the same formula, charge and spin is 1056.5 kJ/mol. The total energy is -4828.06819 Ha. Its charge is -2. The spin multiplicity is 2. Its molecular weight is 1115.44 g mol⁻¹.

Each line ends with the Mulliken charge.
Geometry (Å):
1 C -1.488 -2.604 4.069  0.59
2 H 3.976 -2.697 5.333  0.36
3 C -0.911 6.704 -4.219  -0.65
4 H 4.929 -0.592 -0.807  -0.28
5 C 2.483 -3.127 3.171  1.06
6 H -4.852 -5.509 1.498  0.38
7 C -2.275 -0.700 5.318  0.56
8 H 2.541 -2.274 6.307  0.25
9 C -2.111 -2.442 -1.853  -1.74
10 Cl 5.081 -1.764 -3.260  -0.29
11 H -0.313 0.446 -2.716  0.74
12 C 1.932 -2.142 2.346  -1.06
13 C 2.207 2.231 -1.680  -0.38
14 C 2.024 -3.935 -4.685  -1.02
15 C -3.106 1.243 6.393  -1.05
16 N -1.080 -0.332 3.268  0.31
17 O -2.362 0.665 5.347  -0.30
18 H 4.370 -4.730 0.904  0.40
19 C 3.473 -2.436 -3.468  0.44
20 N 1.248 1.304 -1.678  0.85
21 H -2.089 3.041 -4.364  0.43
22 C -1.587 -1.226 4.212  -0.50
23 H -1.006 -2.430 -3.430  0.20
24 C 0.682 1.928 -3.916  -0.23
25 C -2.384 2.854 0.718  -0.77
26 H -3.811 0.104 -0.637  0.52
27 C 0.052 -0.502 2.484  -0.25
28 O -0.736 -4.255 0.401  -0.75
29 H 4.139 -3.653 -5.051  0.38
30 Cl -6.550 -3.996 -0.244  -0.30
31 H -4.471 -2.673 -1.679  0.42
32 Ru 1.693 -0.447 -0.120  -0.47
33 C -1.756 4.070 -4.335  -0.07
34 H -1.766 7.594 -1.654  0.33
35 C -2.018 -3.447 5.038  -1.38
36 H -0.560 7.729 -4.173  0.36
37 C -2.680 -2.924 6.132  -0.87
38 O -0.497 3.264 1.903  -0.59
39 O 5.198 1.150 2.229  -0.72
40 C -0.756 4.505 -5.191  0.40
41 H -4.142 0.893 6.388  0.41
42 H -1.688 -0.860 0.193  -0.21
43 H 1.877 -4.684 -5.451  0.36
44 Cl -0.479 -1.958 -2.224  0.54
45 H 6.492 -0.066 -0.069  0.49
46 H -1.000 -3.005 3.187  0.75
47 O 2.119 -3.150 4.523  -0.59
48 C -2.521 7.228 -2.352  -1.48
49 H 3.496 -2.940 -0.495  0.41
50 H -3.299 6.736 -1.770  0.33
51 H -2.965 8.098 -2.843  0.35
52 C -4.798 -4.050 -0.116  0.27
53 H 3.755 -4.828 3.345  0.41
54 C 0.977 -3.488 -3.888  -0.67
55 O -0.464 1.728 -7.295  -0.73
56 N 2.705 -1.093 -1.618  0.01
57 H -3.351 -1.141 7.121  0.39
58 O 3.219 0.583 0.967  -0.65
59 H 2.834 2.300 -0.804  0.26
60 C 0.641 2.996 2.715  -0.39
61 C -4.214 -4.898 0.870  -0.36
62 H 0.969 3.973 3.068  0.30
63 H -0.026 -3.874 -4.051  0.43
64 H -2.556 3.908 0.899  0.48
65 H -3.086 2.317 6.222  0.22
66 N -0.087 1.578 -5.065  0.09
67 H -2.660 1.026 7.369  0.37
68 H -4.243 2.543 -0.272  0.39
69 O 4.833 2.168 0.037  -0.83
70 N 0.963 -1.345 3.001  0.10
71 H 5.402 -1.209 0.789  0.18
72 H 0.470 6.161 -5.770  0.37
73 H -3.102 -3.578 6.884  0.37
74 N 0.221 0.182 1.395  1.55
75 C -1.916 6.282 -3.354  0.76
76 H 1.434 2.528 2.164  0.00
77 H -0.188 0.585 -5.223  0.20
78 C -0.927 0.942 0.992  -0.98
79 H -1.919 -4.518 4.917  0.44
80 C 2.291 -2.005 1.005  1.32
81 C -0.332 5.829 -5.121  -0.47
82 C -4.020 -3.312 -0.931  -0.92
83 H -3.098 4.595 -2.775  0.25
84 C 0.469 1.197 -2.751  -0.65
85 H -1.587 0.527 3.132  0.36
86 O 0.064 -1.536 -0.753  0.18
87 H -0.175 4.051 -7.099  0.29
88 N -0.159 3.669 -6.166  -0.09
89 C -2.572 -3.312 -0.868  1.09
90 C -1.911 0.190 0.334  0.54
91 C 3.360 -4.069 2.681  -0.52
92 C 3.283 -3.362 -4.452  -0.32
93 H -2.409 -5.598 1.721  0.48
94 C -1.936 -4.150 0.180  0.68
95 C -2.874 -4.939 0.998  -0.59
96 C 3.694 -3.999 1.334  -0.96
97 C 3.182 -2.987 0.537  -0.37
98 S 4.648 1.005 0.895  1.29
99 C 1.175 -2.553 -2.902  0.59
100 H 0.725 -1.726 3.905  0.58
101 H 0.370 2.376 3.574  0.12
102 C 1.703 2.868 -3.931  -0.29
103 H 1.911 3.440 -4.823  0.56
104 C 2.956 -2.303 5.299  -0.87
105 C 2.448 3.039 -2.779  -1.49
106 C -2.822 -1.544 6.269  -0.36
107 H 3.260 3.753 -2.740  0.50
108 C -1.187 2.318 1.211  0.67
109 C -3.089 0.733 -0.132  -0.86
110 C 5.459 -0.355 0.115  -0.46
111 C -2.321 4.956 -3.433  -0.82
112 C -3.322 2.085 0.065  -0.64
113 C -0.256 2.281 -6.229  0.15
114 C 2.444 -1.936 -2.548  -0.91
115 H 2.991 -1.292 4.884  0.29

Atoms 1-6, force components in eV/Å:
-0.033 -0.005 0.012
-0.003 0.006 -0.006
0.011 0.016 -0.004
0.009 0.078 0.008
0.026 -0.055 0.029
-0.018 0.017 -0.006

---

What is the charge in the first record? -1

---

Which value of charge does entry 1 give? -1

---

What is the charge in the first record? -1

---

What is the charge in the first record? -1